The following is a DFT calculation (ωB97M-V with the def2-TZVPD basis set) of 10 unconnected molecules or ions with the total composition C27H74O10 in a non-equilibrium geometry.

```
! RIJCOSX wB97M-V def2-TZVPD def2/J DEFGRID3
* xyz 0 1
C -4.401 15.109 -6.027
C -3.139 15.290 -6.861
C -2.433 16.588 -6.629
O -2.284 14.225 -6.494
H -5.319 15.687 -6.143
H -4.097 15.093 -4.979
H -4.756 14.114 -6.306
H -3.356 15.257 -7.929
H -2.012 16.627 -5.621
H -3.133 17.423 -6.702
H -1.651 16.792 -7.360
H -2.072 14.309 -5.561
C -8.121 14.915 -2.623
C -8.507 16.376 -3.030
C -7.428 17.353 -2.630
O -8.563 16.424 -4.442
H -9.036 14.382 -2.357
H -7.485 14.763 -1.751
H -7.696 14.411 -3.491
H -9.490 16.565 -2.594
H -7.550 18.378 -2.977
H -6.479 16.940 -2.973
H -7.410 17.370 -1.538
H -9.071 15.690 -4.797
C -0.930 21.440 -4.791
C -0.348 22.587 -4.041
C -0.009 22.191 -2.574
O 0.798 23.027 -4.673
H -1.051 21.704 -5.844
H -1.928 21.151 -4.451
H -0.392 20.490 -4.805
H -1.054 23.409 -4.188
H 0.464 23.048 -2.092
H 0.715 21.378 -2.512
H -0.872 21.886 -1.983
H 0.678 23.957 -4.869
C -5.140 21.874 -8.153
C -4.310 21.191 -7.024
C -5.141 20.802 -5.781
O -3.646 20.019 -7.481
H -4.501 22.571 -8.695
H -6.018 22.395 -7.776
H -5.385 21.061 -8.836
H -3.620 21.928 -6.611
H -5.598 21.691 -5.342
H -4.573 20.270 -5.021
H -5.964 20.136 -6.052
H -4.349 19.437 -7.784
C -3.849 14.220 -0.094
C -2.445 13.547 0.036
C -1.554 14.349 1.060
O -2.535 12.257 0.598
H -4.366 13.728 -0.920
H -3.723 15.275 -0.336
H -4.390 14.005 0.826
H -1.901 13.468 -0.908
H -0.722 13.742 1.413
H -2.151 14.813 1.844
H -1.071 15.161 0.512
H -3.088 11.725 0.017
C -6.858 17.065 1.696
C -6.699 18.487 2.201
C -5.879 19.365 1.270
O -7.965 19.092 2.438
H -5.907 16.638 1.377
H -7.594 17.035 0.892
H -7.263 16.420 2.478
H -6.169 18.449 3.156
H -5.021 18.885 0.799
H -5.607 20.231 1.874
H -6.418 19.739 0.397
H -8.208 18.936 3.354
C 2.301 15.005 -4.266
C 1.228 16.033 -4.006
C -0.124 15.445 -3.526
O 1.668 16.980 -3.057
H 2.452 14.334 -3.421
H 3.161 15.568 -4.628
H 1.898 14.361 -5.049
H 1.054 16.662 -4.883
H -0.932 16.174 -3.471
H 0.018 15.077 -2.508
H -0.418 14.588 -4.131
H 2.561 17.298 -3.210
C -0.096 19.003 1.001
C 0.518 18.125 -0.054
O -0.074 18.426 -1.344
H -1.168 18.834 1.079
H 0.235 20.040 0.942
H 0.360 18.787 1.971
H 0.383 17.059 0.134
H 1.590 18.321 -0.123
H 0.446 17.983 -2.025
C -3.357 23.394 -0.891
C -3.527 21.922 -1.055
O -2.795 21.201 -0.084
H -2.295 23.638 -0.871
H -3.876 23.860 -0.054
H -3.798 23.839 -1.786
H -3.192 21.556 -2.029
H -4.591 21.665 -1.014
H -2.996 20.263 -0.204
C -3.798 18.810 -3.185
C -3.684 17.938 -1.892
O -2.827 18.575 -0.978
H -4.636 18.359 -3.721
H -2.916 18.767 -3.823
H -4.000 19.812 -2.814
H -3.399 16.922 -2.178
H -4.627 17.829 -1.356
H -1.921 18.626 -1.318
*
```

Energy relative to the best compared isomer or geometry (same formula, charge and spin)   3.097 eV
SMILES   CC(C)O.CC(C)O.CC(C)O.CC(C)O.CC(C)O.CC(C)O.CC(C)O.CCO.CCO.CCO

Mulliken population analysis, charges in e, atoms 1 to 4: number 1, C, carries -1.041; number 2, C, carries 0.227; number 3, C, carries -0.082; number 4, O, carries -0.569

The following is a DFT calculation (ωB97M-V with the def2-TZVPD basis set) of 12 unconnected molecules or ions with the total composition C27H75O13 in a non-equilibrium geometry.

```
! RIJCOSX wB97M-V def2-TZVPD def2/J DEFGRID3
* xyz -1 1
C 0.375 -0.591 0.384
C -0.705 0.275 -0.129
O -1.000 0.241 -1.341
O -1.415 0.816 0.754
H 0.609 -0.265 1.408
H 1.211 -0.428 -0.248
H 0.034 -1.648 0.353
C 0.178 -0.701 -4.565
O 0.178 -2.079 -4.376
H -0.761 -0.175 -4.288
H 0.428 -0.509 -5.618
H 0.990 -0.329 -3.873
H -0.244 -2.286 -3.536
C -2.539 -2.409 -2.756
O -1.319 -2.290 -2.066
H -2.474 -1.971 -3.766
H -3.443 -2.024 -2.338
H -2.741 -3.386 -3.010
H -1.362 -1.448 -1.559
C 0.617 1.668 3.848
O 0.533 2.665 4.758
H -0.069 1.842 3.053
H 0.305 0.715 4.311
H 1.582 1.593 3.334
H -0.400 2.909 4.842
C -4.457 1.149 -0.259
O -3.683 0.313 -1.018
H -4.504 2.154 -0.758
H -3.933 1.288 0.691
H -5.442 0.799 -0.165
H -2.720 0.369 -0.700
C -1.954 3.813 -4.401
C -1.610 2.459 -3.691
C -0.155 2.514 -3.209
O -2.291 2.209 -2.661
H -2.912 3.699 -4.963
H -1.140 4.113 -5.080
H -2.211 4.582 -3.644
H -1.697 1.659 -4.432
H 0.457 2.581 -4.071
H 0.183 1.629 -2.749
H -0.046 3.428 -2.500
H -1.799 1.526 -2.209
C 2.696 -0.927 3.233
C 2.201 -2.291 2.836
C 3.149 -2.991 1.876
O 2.142 -3.080 3.833
H 3.670 -1.027 3.629
H 2.083 -0.521 4.080
H 2.770 -0.309 2.402
H 1.186 -2.318 2.374
H 4.115 -2.911 2.294
H 3.122 -2.517 0.920
H 3.005 -4.067 1.851
H 1.522 -3.822 3.612
C -1.695 4.872 3.181
C -2.618 3.866 3.884
C -2.942 2.632 3.041
O -2.215 3.445 5.013
H -2.146 5.078 2.166
H -0.714 4.457 3.013
H -1.614 5.775 3.721
H -3.537 4.359 4.161
H -2.870 2.709 1.981
H -3.936 2.304 3.175
H -2.209 1.866 3.300
H -2.823 2.710 5.308
C 1.665 2.317 0.215
C 0.620 3.375 0.692
C 0.875 4.751 0.023
O -0.588 3.215 0.567
H 2.663 2.703 0.035
H 1.262 1.809 -0.682
H 1.726 1.575 0.965
H 0.915 3.478 1.736
H 0.603 4.750 -1.032
H 1.949 4.971 0.156
H 0.222 5.463 0.447
H -0.837 2.207 0.671
C -2.664 -2.192 1.110
C -1.791 -2.723 2.233
C -1.644 -1.620 3.265
O -2.187 -3.714 2.811
H -2.236 -2.458 0.163
H -2.763 -1.152 1.176
H -3.671 -2.556 1.063
H -0.823 -3.002 1.819
H -0.926 -1.928 4.008
H -2.469 -1.298 3.841
H -1.343 -0.686 2.729
H -1.536 -4.429 2.766
C 2.833 -4.674 -1.305
C 1.483 -4.029 -1.274
C 0.771 -4.406 -0.023
O 1.493 -2.776 -1.351
H 2.727 -5.638 -1.676
H 3.305 -4.585 -0.323
H 3.474 -4.106 -2.028
H 0.844 -4.177 -2.148
H 0.683 -5.431 0.211
H -0.246 -4.086 -0.076
H 1.101 -3.880 0.889
H 0.555 -2.487 -1.431
C 3.698 -1.799 -3.610
C 4.050 -0.869 -2.496
C 3.202 0.408 -2.441
O 3.983 -1.392 -1.366
H 4.204 -2.769 -3.493
H 3.944 -1.369 -4.548
H 2.676 -2.109 -3.641
H 5.075 -0.608 -2.626
H 3.696 1.130 -1.864
H 2.125 0.225 -2.027
H 3.084 0.775 -3.495
H 3.213 -1.966 -1.281
*
```

Mulliken population analysis, charges in e, atoms 1 to 4: number 1, C, carries 2.137; number 2, C, carries 1.066; number 3, O, carries 1.956; number 4, O, carries -0.258

The following is a DFT calculation (ωB97M-V with the def2-TZVPD basis set) of 12 unconnected molecules or ions with the total composition C27H76NO13.

```
! RIJCOSX wB97M-V def2-TZVPD def2/J DEFGRID3
* xyz 1 1
C -4.249 -6.263 -0.986
O -3.680 -5.961 -2.253
C -2.733 -4.915 -2.212
C -1.692 -5.003 -1.081
C -0.276 -4.721 -1.609
C -0.103 -3.302 -2.164
C 0.488 -2.344 -1.131
C 0.796 -0.967 -1.717
C 1.119 0.061 -0.639
C -0.117 0.513 0.151
C 0.051 1.972 0.586
C -0.128 2.981 -0.564
C -1.346 3.914 -0.423
C -1.198 4.703 0.817
N -2.043 4.393 1.721
C -2.028 4.953 3.089
C -3.032 3.383 1.292
O -2.938 2.279 2.136
C -2.702 3.202 -0.192
H -5.201 -6.764 -1.099
H -4.326 -5.385 -0.341
H -3.582 -6.961 -0.472
H -3.230 -3.935 -2.200
H -2.193 -4.954 -3.160
H -1.927 -4.249 -0.329
H -1.674 -5.987 -0.627
H -0.055 -5.475 -2.366
H 0.407 -4.874 -0.773
H -1.061 -2.901 -2.501
H 0.553 -3.330 -3.035
H 1.387 -2.791 -0.703
H -0.228 -2.236 -0.309
H 1.616 -1.070 -2.427
H -0.094 -0.649 -2.268
H 1.849 -0.326 0.070
H 1.574 0.934 -1.118
H -1.027 0.356 -0.435
H -0.190 -0.095 1.053
H 1.072 2.066 0.958
H -0.597 2.184 1.436
H -0.215 2.430 -1.500
H 0.793 3.562 -0.630
H -1.400 4.517 -1.329
H -0.420 5.436 0.989
H -1.018 4.872 3.476
H -2.651 4.328 3.716
H -2.366 5.982 3.078
H -4.024 3.816 1.423
H -2.821 1.487 1.607
H -3.445 3.753 -0.762
H -2.695 2.173 -0.540
C 1.213 -2.606 -6.298
O 1.145 -3.574 -5.256
H 1.525 -1.668 -5.845
H 1.944 -2.888 -7.059
H 0.239 -2.461 -6.772
H 0.873 -4.409 -5.644
C 1.221 -1.168 3.727
O 1.827 -0.658 2.546
H 1.142 -2.246 3.611
H 1.826 -0.951 4.611
H 0.218 -0.756 3.874
H 1.921 0.295 2.658
C -2.014 3.485 6.985
O -1.333 4.370 6.092
H -2.968 3.235 6.528
H -1.446 2.565 7.140
H -2.200 3.962 7.948
H -0.490 4.596 6.492
C 4.017 2.856 -0.017
O 3.083 3.708 0.657
H 3.766 1.824 0.234
H 3.949 2.986 -1.095
H 5.036 3.073 0.300
H 3.319 4.610 0.423
C 4.948 0.938 3.670
O 3.829 1.740 3.300
H 4.717 0.484 4.630
H 5.128 0.145 2.941
H 5.851 1.545 3.777
H 4.024 2.153 2.454
C 5.571 5.743 -2.586
O 5.724 4.967 -1.399
H 5.084 5.112 -3.326
H 4.949 6.624 -2.413
H 6.539 6.062 -2.978
H 6.175 5.510 -0.742
C -8.284 -7.376 -0.894
O -7.119 -7.677 -0.130
H -8.533 -6.335 -0.705
H -8.104 -7.506 -1.964
H -9.129 -8.000 -0.594
H -6.894 -8.597 -0.288
C -0.036 5.239 -3.954
O 0.967 5.751 -3.079
H 0.337 5.345 -4.968
H -0.224 4.178 -3.760
H -0.968 5.803 -3.863
H 0.655 5.664 -2.177
C 8.990 4.214 0.485
O 7.955 5.140 0.811
H 8.948 4.051 -0.589
H 9.973 4.611 0.745
H 8.842 3.257 0.991
H 7.980 5.296 1.757
C 0.536 -7.256 1.250
O -0.456 -6.292 1.592
H 0.465 -7.423 0.177
H 1.541 -6.896 1.482
H 0.365 -8.205 1.764
H -0.405 -6.137 2.537
C -5.822 -2.319 -0.252
O -6.112 -2.513 -1.629
H -6.456 -1.516 0.115
H -6.037 -3.227 0.318
H -4.773 -2.036 -0.111
H -5.556 -3.233 -1.942
*
```

Mulliken population analysis, charges in e, atoms 1 to 4: number 1, C, carries -0.402; number 2, O, carries -0.478; number 3, C, carries -0.269; number 4, C, carries -0.101

The following is a DFT calculation (ωB97M-V with the def2-TZVPD basis set) of 10 unconnected molecules or ions with the total composition C27H78F6N6O9P in a non-equilibrium geometry.

```
! RIJCOSX wB97M-V def2-TZVPD def2/J DEFGRID3
* xyz -1 1
P 0.670 -0.486 -1.107
F 0.279 1.092 -1.183
F -0.245 -0.702 -2.452
F 1.942 -0.178 -2.071
F 0.967 -2.079 -1.080
F 1.610 -0.170 0.186
F -0.576 -0.671 -0.102
C -0.089 -0.760 3.275
C 0.746 -2.043 3.221
C 0.457 -2.936 4.423
O 0.547 -2.179 5.624
C 0.085 -2.871 6.753
N 0.437 -2.801 2.018
H 0.219 -0.146 2.436
H 0.019 -0.254 4.235
H -1.153 -1.004 3.233
H 1.802 -1.766 3.213
H 1.106 -3.817 4.446
H -0.574 -3.310 4.361
H -0.950 -3.191 6.556
H 0.059 -2.214 7.618
H 0.616 -3.809 6.944
H 0.337 -2.118 1.275
H -0.474 -3.250 2.051
C 0.113 7.251 2.450
C -1.059 6.510 1.823
C -0.586 5.319 0.965
O -1.726 4.783 0.331
C -1.396 3.726 -0.548
N -1.842 5.981 2.939
H 0.761 7.787 1.753
H 0.740 6.603 3.059
H -0.333 8.041 3.063
H -1.629 7.109 1.101
H -0.135 4.589 1.645
H 0.232 5.668 0.325
H -2.331 3.329 -0.958
H -0.867 2.885 -0.106
H -0.949 4.149 -1.454
H -2.713 5.637 2.549
H -2.022 6.706 3.622
C -5.006 -3.616 3.128
C -3.883 -2.575 3.002
C -3.368 -2.470 1.593
O -2.579 -3.620 1.306
C -2.055 -3.632 -0.007
N -4.516 -1.283 3.333
H -4.643 -4.599 2.821
H -5.911 -3.384 2.562
H -5.328 -3.736 4.165
H -3.121 -2.883 3.716
H -2.769 -1.557 1.495
H -4.172 -2.401 0.850
H -1.536 -4.585 -0.144
H -1.366 -2.838 -0.283
H -2.813 -3.783 -0.786
H -3.923 -0.492 3.106
H -5.365 -1.165 2.796
C -7.285 0.294 -3.225
C -6.346 0.388 -2.017
C -4.988 1.002 -2.419
O -4.336 0.145 -3.347
C -3.666 -0.916 -2.716
N -6.978 1.221 -0.972
H -8.273 -0.061 -2.913
H -6.976 -0.461 -3.951
H -7.462 1.260 -3.700
H -6.172 -0.594 -1.578
H -4.345 1.272 -1.580
H -5.243 1.931 -2.938
H -3.296 -1.566 -3.515
H -4.359 -1.541 -2.145
H -2.756 -0.642 -2.175
H -7.385 2.054 -1.385
H -7.785 0.664 -0.702
C 5.908 -2.275 0.796
C 4.437 -2.383 1.207
C 3.563 -2.993 0.112
O 4.121 -4.189 -0.386
C 3.390 -4.700 -1.483
N 4.292 -3.132 2.463
H 6.531 -2.142 1.686
H 6.087 -1.426 0.137
H 6.297 -3.177 0.325
H 4.021 -1.371 1.287
H 3.449 -2.295 -0.731
H 2.522 -3.046 0.446
H 3.233 -3.913 -2.224
H 2.442 -5.128 -1.143
H 3.960 -5.534 -1.893
H 3.339 -3.012 2.792
H 4.823 -2.625 3.170
C 5.657 -0.947 -3.346
C 4.990 0.290 -3.899
C 3.775 0.018 -4.809
O 4.232 -0.653 -5.976
C 3.169 -1.094 -6.781
N 4.538 1.165 -2.792
H 6.518 -0.669 -2.734
H 6.023 -1.685 -4.059
H 4.969 -1.458 -2.664
H 5.722 0.842 -4.495
H 3.324 0.981 -5.065
H 3.088 -0.627 -4.253
H 3.526 -1.764 -7.564
H 2.711 -0.259 -7.329
H 2.359 -1.574 -6.225
H 3.679 0.781 -2.407
H 4.230 2.025 -3.238
C 2.884 3.889 -0.471
O 3.086 4.092 0.916
H 2.604 2.838 -0.575
H 2.153 4.557 -0.935
H 3.841 4.018 -0.981
H 2.538 3.474 1.430
C 2.030 2.036 3.553
O 1.410 2.335 2.334
H 1.314 1.725 4.326
H 2.705 1.180 3.458
H 2.526 2.880 4.027
H 1.023 1.592 1.866
C -0.742 1.937 -4.089
O -0.914 2.704 -5.271
H -1.495 1.143 -4.037
H 0.218 1.422 -4.131
H -0.775 2.420 -3.110
H -1.419 3.488 -5.039
*
```

Mulliken population analysis, charges in e, atoms 1 to 4: number 1, P, carries 1.051; number 2, F, carries -0.322; number 3, F, carries -0.311; number 4, F, carries -0.310

no.,gap between HOMO and LUMO (eV),LUMO (eV)
1,9.92,0.5
2,8.31,2.1
3,7.01,-3.6
4,8.96,2.3